Entry 1:
The following is a quantum chemistry calculation of a molecular structure, C24H26ClMgN3OP in a non-equilibrium geometry, from the Open Molecules 2025 dataset.

The geometry in XYZ format:
```
57
Properties=species:S:1:pos:R:3:mulliken_charge:R:1
Mg 0.67 0.43 1.47 0.62
N 2.25 -0.96 1.54 -0.42
C 2.02 -2.40 1.25 0.17
C 2.95 -3.38 1.48 -0.34
C 2.75 -4.67 0.94 -0.56
C 1.54 -4.96 0.21 -0.97
C 0.55 -4.02 0.14 0.01
C 0.81 -2.71 0.61 0.02
P -0.54 -1.56 0.34 0.68
C -2.11 -2.33 0.91 0.55
C -1.99 -3.13 2.01 -0.58
C -3.15 -3.70 2.58 -0.63
C -4.40 -3.48 1.98 -0.43
C -4.51 -2.67 0.89 -0.72
C -3.34 -2.12 0.33 -0.22
C -0.66 -1.42 -1.47 0.42
C 0.13 -0.39 -2.06 -0.45
C -0.17 -0.07 -3.39 -0.75
C -0.98 -0.86 -4.14 -0.42
C -1.64 -1.95 -3.61 -0.93
C -1.40 -2.27 -2.25 0.02
H 3.04 -0.67 0.94 0.30
H 2.56 -0.91 2.49 0.43
H 3.74 -3.19 2.24 0.36
H 3.51 -5.42 1.07 0.43
H 1.34 -6.02 -0.05 0.35
H -0.43 -4.31 -0.20 0.28
H -0.99 -3.27 2.49 0.27
H -2.95 -4.35 3.41 0.39
H -5.29 -4.01 2.36 0.37
H -5.51 -2.39 0.63 0.40
H -3.32 -1.59 -0.66 0.35
H 0.98 0.06 -1.52 0.47
H 0.25 0.86 -3.74 0.39
H -1.14 -0.58 -5.18 0.36
H -2.32 -2.43 -4.22 0.48
H -1.77 -3.18 -1.78 0.40
Cl 2.03 1.37 3.55 -0.29
C 0.16 1.20 3.46 -0.92
H -0.15 2.12 3.95 0.35
H -0.16 0.29 3.95 0.29
N 0.92 1.98 0.26 -0.45
C 0.83 3.09 -0.19 0.70
N 0.82 4.28 -0.64 0.02
C -0.01 5.36 -0.03 -0.42
C 0.68 6.75 -0.13 -0.59
O 1.36 6.98 -1.37 -0.35
C 2.33 5.95 -1.65 -0.64
C 1.57 4.67 -1.94 -0.39
H -0.10 5.10 1.03 0.37
H -1.00 5.46 -0.57 0.27
H 1.34 7.01 0.69 0.35
H -0.12 7.55 -0.05 0.30
H 3.15 5.90 -0.92 0.32
H 2.86 6.33 -2.47 0.36
H 2.16 3.74 -2.23 0.40
H 0.83 4.87 -2.75 0.25
```

Computed properties:
Charge: +1

---

Entry 2:
The following is a quantum chemistry calculation of C21H19BrN4O2 in the gas phase in a non-equilibrium geometry, from the Open Molecules 2025 dataset.

The geometry in XYZ format:
```
47
Properties=species:S:1:pos:R:3:mulliken_charge:R:1
C 0.42 -3.01 -4.40 -1.08
C -0.75 -2.28 -3.74 -0.58
N -0.68 -2.38 -2.31 0.03
C -1.33 -3.25 -1.50 -0.43
N -1.01 -3.13 -0.23 -0.69
C -0.09 -2.14 -0.20 1.63
C 0.14 -1.65 -1.48 -0.23
C 1.01 -0.54 -1.74 0.29
O 1.22 0.00 -2.81 -0.67
N 1.62 -0.11 -0.56 0.13
C 2.44 1.10 -0.67 -1.87
C 1.56 2.31 -0.49 0.66
C 1.10 3.02 -1.59 -0.54
C 0.25 4.10 -1.43 -0.65
C -0.17 4.47 -0.16 -0.46
C 0.29 3.75 0.93 -0.11
Br -0.29 4.25 2.67 -0.20
C 1.15 2.68 0.78 -0.06
C 1.46 -0.61 0.72 0.52
O 2.08 -0.17 1.66 -0.65
N 0.56 -1.65 0.88 0.10
C 0.18 -2.04 2.23 -1.52
C -0.69 -0.96 2.82 0.45
C -0.18 -0.06 3.75 -0.11
C -0.97 0.99 4.21 -0.69
C -2.26 1.14 3.74 -0.44
C -2.77 0.24 2.82 -0.75
C -1.99 -0.80 2.36 -0.19
H 1.35 -2.53 -4.11 0.31
H 0.44 -4.05 -4.10 0.33
H 0.32 -2.95 -5.48 0.36
H -0.72 -1.22 -4.01 0.27
H -1.70 -2.71 -4.07 0.44
H -2.05 -3.96 -1.87 0.42
H 3.20 1.05 0.11 0.52
H 2.90 1.10 -1.66 0.62
H 1.41 2.72 -2.58 0.43
H -0.10 4.65 -2.29 0.38
H -0.84 5.30 -0.02 0.42
H 1.50 2.13 1.65 0.56
H 1.10 -2.16 2.82 0.44
H -0.35 -2.98 2.14 0.54
H 0.84 -0.16 4.09 0.36
H -0.57 1.69 4.92 0.45
H -2.87 1.96 4.10 0.40
H -3.78 0.35 2.46 0.41
H -2.38 -1.50 1.64 0.45
```

Computed properties:
SMILES: CCn1cnc2c1c(=O)n(Cc1cccc(Br)c1)c(=O)n2Cc1ccccc1
Charge: 0

---

Entry 3:
The following is a quantum chemistry calculation of a molecular structure, C29H31ClCuN7OSe, from the Open Molecules 2025 dataset.

The geometry in XYZ format:
```
71
Properties=species:S:1:pos:R:3:mulliken_charge:R:1
Cu 1.76 0.57 -1.24 -0.23
Se -4.05 -4.12 1.10 0.23
N -2.27 -4.30 1.04 -0.90
C -1.80 -3.23 0.46 0.87
C -0.38 -2.99 0.24 1.09
C 0.61 -3.90 0.61 -0.69
C 1.93 -3.56 0.42 -0.71
C 2.23 -2.30 -0.10 -0.59
N 1.29 -1.43 -0.47 -0.53
C 0.01 -1.78 -0.33 0.23
C -0.98 -0.81 -0.82 -0.26
N -0.51 0.27 -1.45 -0.46
C -1.36 1.17 -1.90 -0.49
C -2.74 1.05 -1.73 -0.67
C -3.24 -0.06 -1.09 -0.83
C -2.35 -1.02 -0.62 0.93
C -2.78 -2.25 0.05 0.83
N -4.02 -2.53 0.30 -0.87
H 0.32 -4.85 1.04 0.50
H 2.73 -4.23 0.69 0.46
H 3.25 -1.98 -0.26 0.67
H -0.93 2.02 -2.41 0.44
H -3.40 1.82 -2.11 0.43
H -4.30 -0.20 -0.94 0.53
C 3.29 1.22 -2.28 -0.69
H 3.00 1.45 -3.31 0.34
H 4.10 0.49 -2.36 0.13
H 3.73 2.14 -1.87 0.15
C 1.04 -2.69 5.74 -2.20
C 0.76 -1.47 4.85 2.57
C -0.35 -0.67 5.54 -2.16
C 0.25 -1.99 3.50 -1.79
C 2.06 -0.61 4.70 1.95
O 2.64 -0.40 5.99 -0.72
C 3.07 -1.31 3.77 0.11
C 4.54 -0.85 3.87 -2.05
C 4.92 0.26 2.92 0.41
C 5.01 0.01 1.55 0.02
C 5.28 1.03 0.64 -0.80
C 5.50 2.31 1.12 0.22
Cl 5.84 3.59 0.01 -0.22
C 5.45 2.58 2.48 -0.91
C 5.17 1.55 3.37 0.00
C 1.81 0.85 4.28 -3.26
N 1.23 1.09 2.97 1.18
C 1.85 1.25 1.80 0.13
N 0.97 1.45 0.84 -0.29
C -0.21 1.42 1.51 -0.51
N -0.10 1.22 2.80 -0.99
H 0.17 -3.35 5.72 0.49
H 1.19 -2.41 6.78 0.61
H 1.89 -3.29 5.40 0.28
H -1.17 -1.34 5.81 0.49
H -0.76 0.10 4.89 0.30
H 0.02 -0.20 6.46 0.44
H -0.72 -2.48 3.64 0.74
H 0.93 -2.74 3.09 0.21
H 0.11 -1.20 2.77 0.14
H 2.84 -1.25 6.38 0.58
H 2.73 -1.22 2.73 -0.43
H 3.04 -2.38 3.99 0.85
H 5.18 -1.71 3.66 0.35
H 4.75 -0.54 4.89 0.48
H 4.83 -0.99 1.18 0.37
H 5.29 0.84 -0.42 0.62
H 5.63 3.58 2.83 0.43
H 5.13 1.76 4.43 0.46
H 2.77 1.37 4.32 0.56
H 1.15 1.32 5.01 0.57
H 2.92 1.23 1.67 0.31
H -1.17 1.58 1.03 0.52
```

Computed properties:
Charge: 0

---

Entry 4:
The following is a quantum chemistry calculation of 17 unconnected molecules or ions with the total composition C26H89ClNO21P2 in a non-equilibrium geometry, from the Open Molecules 2025 dataset.

The geometry in XYZ format:
```
140
Properties=species:S:1:pos:R:3:mulliken_charge:R:1
C -0.71 0.50 3.28 -0.64
C -1.36 1.24 2.10 -0.13
C -1.05 0.55 0.76 0.11
O -2.19 0.44 -0.09 -0.49
C -1.91 -0.35 -1.23 -0.15
O -0.60 -0.30 -1.65 -0.03
P -0.32 -1.70 -2.70 1.38
C 0.59 -0.68 -4.03 -1.65
O -0.33 -0.18 -5.00 -0.27
C -0.79 1.13 -4.75 -0.96
C 1.37 -2.20 -1.95 -1.68
C 1.73 -2.38 -0.49 0.60
C 1.03 -3.49 0.26 -1.48
Cl 1.78 -0.86 0.49 -0.14
O -1.29 -2.63 -1.52 -0.79
C -2.34 -1.82 -1.16 0.59
P -3.11 -2.37 0.42 0.51
N -3.27 -4.06 0.11 -0.91
O -4.68 -1.90 0.25 -0.42
H -0.41 1.19 4.04 0.08
H -1.37 -0.22 3.74 0.09
H 0.18 -0.02 2.95 0.19
H -2.41 1.40 2.24 0.17
H -0.86 2.20 2.08 0.05
H -0.32 1.14 0.23 0.20
H -0.66 -0.44 0.96 -0.09
H -2.51 0.12 -2.01 -0.07
H -0.23 -2.90 -3.53 -0.26
H -1.56 -1.40 -3.38 -0.08
H 1.20 0.11 -3.60 0.79
H 1.23 -1.37 -4.55 0.59
H -1.86 1.12 -4.62 0.26
H -0.55 1.76 -5.60 0.27
H -0.36 1.54 -3.85 0.33
H 1.60 -3.15 -2.41 0.52
H 2.10 -1.51 -2.34 0.29
H 2.77 -2.66 -0.48 0.32
H 0.60 -4.17 -0.46 0.29
H 0.20 -3.08 0.82 0.28
H 1.71 -4.00 0.92 0.44
H -3.17 -1.90 -1.88 0.13
H -2.35 -4.45 -0.03 0.37
H -3.78 -4.20 -0.76 0.30
H -5.16 -2.44 -0.39 0.27
C 3.66 0.16 -6.24 -0.41
O 3.03 -1.10 -6.43 -0.46
H 4.74 -0.01 -6.28 0.29
H 3.39 0.87 -7.03 0.32
H 3.41 0.58 -5.26 0.00
H 2.08 -0.94 -6.38 0.28
C -1.67 -1.39 6.60 -0.44
O -0.35 -1.15 6.10 -0.40
H -2.37 -1.02 5.87 0.14
H -1.84 -2.46 6.74 0.30
H -1.82 -0.87 7.55 0.20
H 0.26 -1.49 6.76 0.24
C 5.72 -2.93 -5.89 -0.18
O 6.32 -2.37 -7.06 -0.56
H 6.49 -3.46 -5.33 0.20
H 5.30 -2.14 -5.26 -0.01
H 4.93 -3.63 -6.16 0.24
H 5.62 -1.91 -7.53 0.32
C -2.49 4.72 0.64 -0.61
O -3.02 4.15 1.83 -0.41
H -1.41 4.79 0.77 0.21
H -2.69 4.08 -0.23 0.27
H -2.89 5.72 0.45 0.31
H -3.97 4.07 1.72 0.24
C 4.91 -3.24 1.94 -0.54
O 5.21 -3.09 0.55 -0.38
H 4.93 -4.30 2.18 0.22
H 5.66 -2.72 2.55 0.29
H 3.92 -2.84 2.16 0.14
H 5.18 -2.15 0.36 0.25
C 7.25 -3.88 -1.76 -0.39
O 7.57 -3.76 -3.15 -0.53
H 7.26 -4.94 -1.51 0.25
H 7.99 -3.36 -1.15 0.26
H 6.26 -3.48 -1.55 0.12
H 7.55 -2.83 -3.38 0.29
C 0.00 0.90 9.73 -0.37
O -0.16 -0.52 9.71 -0.49
H -0.58 1.32 8.93 0.03
H -0.35 1.31 10.68 0.30
H 1.05 1.17 9.59 0.26
H 0.36 -0.89 10.42 0.26
C 3.58 2.17 -2.43 -0.81
O 3.34 0.79 -2.70 -0.26
H 3.26 2.74 -3.30 0.28
H 3.02 2.50 -1.56 0.33
H 4.65 2.36 -2.27 0.33
H 3.62 0.28 -1.94 0.11
C -0.17 3.44 6.47 -0.21
O -1.05 3.53 7.60 -0.54
H 0.21 2.43 6.41 -0.01
H -0.71 3.67 5.55 0.17
H 0.67 4.13 6.59 0.31
H -1.37 4.44 7.62 0.25
C -2.34 -2.90 -6.53 -0.52
O -2.50 -1.51 -6.30 -0.55
H -3.31 -3.30 -6.82 0.29
H -1.62 -3.08 -7.33 0.21
H -2.00 -3.40 -5.62 0.22
H -1.63 -1.16 -6.04 0.41
C -2.75 -1.74 -9.90 -0.49
O -3.38 -3.01 -10.07 -0.51
H -1.68 -1.91 -9.83 0.19
H -2.96 -1.09 -10.76 0.32
H -3.09 -1.26 -8.98 0.22
H -4.33 -2.86 -10.13 0.29
C -5.37 -0.51 3.39 -0.15
O -4.69 -1.75 3.49 -0.66
H -5.86 -0.32 4.34 0.18
H -4.67 0.31 3.18 -0.05
H -6.13 -0.54 2.60 0.23
H -4.27 -1.91 2.64 0.12
C -2.09 6.68 4.93 -0.37
O -2.58 6.10 6.13 -0.47
H -1.02 6.82 5.05 0.23
H -2.27 6.03 4.07 0.05
H -2.55 7.66 4.74 0.30
H -3.53 5.97 6.03 0.27
C -8.88 -0.88 4.65 -0.42
O -8.93 -0.51 3.28 -0.49
H -9.33 -0.07 5.23 0.22
H -9.45 -1.80 4.83 0.26
H -7.86 -1.02 4.99 0.17
H -8.53 -1.21 2.77 0.29
C 2.89 1.99 4.90 -0.64
O 1.63 2.31 4.33 -0.29
H 2.73 1.81 5.96 0.20
H 3.30 1.08 4.45 0.25
H 3.61 2.80 4.78 0.30
H 1.77 2.46 3.39 0.19
C 3.70 6.37 -3.11 -0.55
O 4.39 5.13 -3.07 -0.45
H 3.03 6.40 -2.25 0.21
H 4.39 7.21 -3.05 0.25
H 3.10 6.46 -4.02 0.27
H 4.98 5.09 -3.83 0.27
```

Computed properties:
Charge: -1

---

Entry 5:
The following is a quantum chemistry calculation of a molecular structure, C15H14ClNO2Ru in a non-equilibrium geometry, from the Open Molecules 2025 dataset.

The geometry in XYZ format:
```
34
Properties=species:S:1:pos:R:3:mulliken_charge:R:1
C -0.41 -2.94 -2.27 -0.63
C 0.53 -2.12 -2.97 -0.43
C 0.00 -0.80 -3.03 -0.61
C -1.27 -0.80 -2.38 -0.24
C -1.53 -2.12 -1.91 -0.59
Ru 0.28 -1.48 -0.82 0.33
C 2.64 -1.14 -0.81 -0.56
C 2.48 -2.47 -0.47 0.51
C 2.72 -3.73 -0.20 -0.73
N 0.07 -2.33 0.65 -0.68
H 0.46 0.06 -3.52 0.38
H 1.48 -2.46 -3.39 0.47
H -1.96 0.05 -2.32 0.53
H -2.45 -2.47 -1.44 0.43
H -0.33 -4.02 -2.12 0.44
H 2.81 -0.87 -1.86 0.25
H 0.00 -3.03 1.42 0.10
H 2.87 -0.38 -0.05 0.21
H 3.71 -4.22 -0.22 0.25
H 1.87 -4.39 0.03 0.26
Cl -1.60 5.04 4.84 -0.24
C -1.30 4.10 3.49 0.47
C -1.99 4.33 2.29 -0.50
C -1.74 3.52 1.16 -0.24
C -0.80 2.47 1.20 -0.26
C -0.12 2.25 2.42 -0.25
C -0.36 3.05 3.55 -0.55
C -0.68 1.48 0.03 0.75
O -1.27 1.80 -1.03 -0.71
O 0.14 0.51 0.30 -0.58
H -2.73 5.13 2.23 0.35
H -2.29 3.71 0.24 0.38
H 0.60 1.44 2.49 0.36
H 0.18 2.86 4.48 0.35
```

Computed properties:
Charge: -1
Multiplicity: 6

---

Entry 6:
The following is a quantum chemistry calculation of 2 unconnected molecules or ions with the total composition CH3F2OP in a non-equilibrium geometry, from the Open Molecules 2025 dataset.

The geometry in XYZ format:
```
8
Properties=species:S:1:pos:R:3:mulliken_charge:R:1
C 1.16 -0.69 0.63 0.12
O -1.71 1.35 -0.57 -0.43
F 2.02 -1.56 0.14 -0.19
F 1.70 0.53 0.71 -0.19
P -1.07 0.10 -1.41 0.13
H 0.93 -0.98 1.70 0.15
H -0.88 1.98 -0.46 0.36
H -2.14 -0.73 -0.76 0.05
```

Computed properties:
Charge: 0

---

| no. | DFT total energy (eV) |
| --- | --- |
| 1 | -59077.22328 |
| 2 | -102185.57308 |
| 3 | -165563.10241 |
| 4 | -103986.00449 |
| 5 | -36464.12495 |
| 6 | -17853.40574 |